## a
DFT (ωB97M-V with the def2-TZVPD basis set) results for a single C7H8N4 molecule.

Properties
HOMO-LUMO gap in eV: 8.86
SMILES string: N#CNN(N)c1ccccc1
2S+1: 1

Last column: natural (NBO) charge in e.
Element x y z (Å)
N (2.5104, 4.1258, -0.1952)  -0.36
C (2.1927, 3.0869, -0.4611)  0.41
N (1.8420, 1.8221, -0.7238)  -0.51
N (0.5019, 1.4440, -0.6379)  -0.12
N (-0.3823, 1.9953, -1.5838)  -0.69
C (0.2510, 0.2301, 0.0257)  0.16
C (-1.0820, -0.3037, 0.0435)  -0.28
C (-1.3016, -1.4423, 0.7916)  -0.16
C (-0.3751, -2.0206, 1.5927)  -0.27
C (0.8524, -1.3960, 1.7150)  -0.15
C (1.2285, -0.3124, 0.8614)  -0.28
H (2.5511, 1.1864, -1.1754)  0.40
H (-1.1469, 2.3891, -1.0143)  0.40
H (-0.3631, 1.5185, -2.4551)  0.38
H (-1.9088, 0.0333, -0.4553)  0.22
H (-2.3406, -1.9364, 0.5786)  0.21
H (-0.5224, -2.9134, 2.0246)  0.21
H (1.5645, -1.5993, 2.4839)  0.21
H (2.1944, 0.0137, 0.7665)  0.22

***

## b
DFT (ωB97M-V with the def2-TZVPD basis set) results for a single C7H8N4 molecule.

Properties
HOMO-LUMO gap in eV: 8.35
SMILES string: Nc1cc2nc[nH]c2cc1N
2S+1: 1

Last column: natural (NBO) charge in e.
Element x y z (Å)
N (-2.4531, -1.4496, -0.1551)  -0.81
C (-1.2166, -0.8614, -0.3014)  0.16
C (0.0293, -1.5005, 0.0639)  -0.23
C (1.1395, -0.6938, -0.0297)  0.03
N (2.3216, -1.2976, 0.0262)  -0.46
C (3.1818, -0.3346, 0.0488)  0.21
N (2.6641, 0.8944, -0.2098)  -0.57
C (1.2396, 0.6427, -0.0732)  0.07
C (0.0030, 1.3043, -0.1436)  -0.28
C (-1.1328, 0.6117, -0.1801)  0.10
N (-2.3826, 1.3365, 0.1149)  -0.86
H (-3.4034, -0.7232, -0.4274)  0.41
H (-2.6025, -2.3554, -0.3842)  0.38
H (-0.1476, -2.5288, 0.6268)  0.23
H (4.3333, -0.6260, 0.0939)  0.20
H (3.0877, 1.8744, -0.4680)  0.44
H (-0.0075, 2.3456, 0.2318)  0.20
H (-1.9640, 2.3358, -0.0458)  0.38
H (-2.6899, 1.0257, 1.2119)  0.38

***

## c
DFT (ωB97M-V with the def2-TZVPD basis set) results for a single C7H8N4 molecule.

Properties
HOMO-LUMO gap in eV: 8.81
SMILES string: Cc1nnc2ccnn2c1C
2S+1: 1

Last column: natural (NBO) charge in e.
Element x y z (Å)
C (-3.0664, -0.2041, 0.0152)  -0.65
C (-1.5636, -0.3475, -0.0068)  0.08
N (-1.1156, -1.6459, -0.0053)  -0.17
N (0.1377, -1.9249, 0.0006)  -0.17
C (1.0136, -0.8987, 0.0000)  0.25
C (2.4120, -0.8581, 0.0113)  -0.34
C (2.7016, 0.4964, 0.0121)  -0.01
N (1.6165, 1.2946, -0.0087)  -0.30
N (0.5954, 0.4312, -0.0111)  -0.13
C (-0.7228, 0.7348, -0.0341)  0.23
C (-1.0544, 2.1831, 0.0055)  -0.66
H (-3.4689, 0.3322, -0.8695)  0.22
H (-3.5034, -1.2132, 0.0160)  0.25
H (-3.4205, 0.2868, 0.9273)  0.22
H (3.0887, -1.6859, -0.0313)  0.24
H (3.6873, 0.9670, 0.0458)  0.22
H (-0.5689, 2.6898, -0.8153)  0.25
H (-2.1440, 2.2993, -0.0489)  0.23
H (-0.6293, 2.6031, 0.9279)  0.25

***

The most stable of them is c.

***

## a
DFT (ωB97M-V with the def2-TZVPD basis set) results for a single C2H2N2OS2 molecule.

Properties
HOMO-LUMO gap in eV: 9.88
SMILES string: Sc1nnoc1S
2S+1: 1

Last column: natural (NBO) charge in e.
Element x y z (Å)
S (-1.4999, -1.3859, 0.1446)  0.06
C (-0.0637, -0.5069, -0.2901)  -0.21
N (0.8081, -0.8795, -1.2990)  -0.18
N (1.6765, 0.0242, -1.4814)  0.09
O (1.3833, 1.1323, -0.6805)  -0.29
C (0.3461, 0.7715, 0.0556)  0.17
S (-0.3766, 1.9237, 1.1853)  0.08
H (-0.8627, -2.2475, 0.8936)  0.13
H (-1.4111, 1.1682, 1.4720)  0.15

***

## b
DFT (ωB97M-V with the def2-TZVPD basis set) results for a single C2H2N2OS2 molecule.

Properties
HOMO-LUMO gap (alpha / beta) in eV: 6.89 / 6.89
2S+1: 1

Last column: natural (NBO) charge in e.
Element x y z (Å)
C (0.8094, -0.2871, 1.0115)  -0.13
C (-0.4888, -1.7460, -1.2363)  -0.15
N (0.0072, 0.1968, 0.0873)  -0.36
N (-0.4745, -0.5007, -0.9288)  -0.24
O (-1.1612, -4.1315, -1.7753)  -0.87
S (1.5102, -1.7751, 1.1956)  -0.12
S (-0.1507, -3.1133, -2.0138)  1.23
H (1.0504, 0.4731, 1.7488)  0.20
H (-1.0133, 0.1334, -1.5318)  0.43

***

## c
DFT (ωB97M-V with the def2-TZVPD basis set) results for a single C2H2N2OS2 molecule.

Properties
HOMO-LUMO gap (alpha / beta) in eV: 7.32 / 7.35
2S+1: 1

Last column: natural (NBO) charge in e.
Element x y z (Å)
C (-0.1511, 0.9307, 0.0055)  -0.11
C (1.2520, 0.6110, -0.1264)  0.35
N (-0.1153, -1.6237, -0.2112)  -0.73
N (-1.1271, 0.1238, -0.0217)  -0.35
O (2.2208, 1.3239, -0.2301)  -0.51
S (-2.5863, -0.1222, -0.1854)  0.33
S (1.4578, -1.1952, -0.0655)  0.43
H (-0.4969, 1.9343, 0.1841)  0.25
H (-0.4539, -1.9826, 0.6507)  0.34

***

## d
DFT (ωB97M-V with the def2-TZVPD basis set) results for a single C2H2N2OS2 molecule.

Properties
HOMO-LUMO gap (alpha / beta) in eV: 6.75 / 6.75
2S+1: 1

Last column: natural (NBO) charge in e.
Element x y z (Å)
C (-0.7445, 0.8389, 1.4400)  -0.09
C (0.2553, -0.3895, -0.3266)  -0.13
N (0.2855, 1.4103, 0.9623)  -0.23
N (0.8245, 0.7353, -0.0440)  -0.39
O (-0.1707, -2.6700, -2.1255)  -0.94
S (-1.1178, -0.7637, 0.6250)  0.41
S (0.6890, -1.4788, -2.1452)  0.70
H (-1.3816, 0.9682, 2.2614)  0.23
H (1.3603, 1.3492, -0.6474)  0.44

***

The most stable of them is a.

***

## a
DFT (ωB97M-V with the def2-TZVPD basis set) results for 2 unconnected molecules or ions with the total composition C5H14N2O2.

Properties
HOMO-LUMO gap in eV: 9.87
SMILES string: [H]/N=C\NCCCCO.O
2S+1: 1

Last column: natural (NBO) charge in e.
Element x y z (Å)
H (-0.1418, -1.9092, -1.5928)  0.34
N (-0.9568, -2.2984, -1.1279)  -0.65
C (-1.7141, -1.4343, -0.6176)  0.28
N (-1.5173, -0.0366, -0.6295)  -0.67
C (-1.6588, 0.6184, 0.6475)  -0.24
C (-0.6064, 0.2354, 1.7359)  -0.43
C (0.7809, -0.2678, 1.2563)  -0.44
C (1.7200, 0.7744, 0.6652)  -0.08
O (1.5333, 1.1116, -0.6820)  -0.72
H (-2.7142, -1.6863, -0.2598)  0.17
H (-0.9781, 0.3744, -1.3656)  0.37
H (-1.6554, 1.7076, 0.5255)  0.20
H (-2.6870, 0.5132, 1.0021)  0.21
H (-1.0330, -0.6327, 2.2564)  0.21
H (-0.4164, 0.9383, 2.5448)  0.21
H (1.2707, -0.6197, 2.1714)  0.22
H (0.6615, -1.1556, 0.6410)  0.22
H (1.8437, 1.6313, 1.3626)  0.16
H (2.7765, 0.4761, 0.7576)  0.18
H (0.6238, 1.3185, -0.8573)  0.45
O (1.7448, 0.0543, -3.1120)  -0.95
H (2.1790, -0.2644, -2.3393)  0.49
H (0.9449, 0.5514, -2.9826)  0.46

***

## b
DFT (ωB97M-V with the def2-TZVPD basis set) results for 2 unconnected molecules or ions with the total composition C5H14N2O2.

Properties
HOMO-LUMO gap in eV: 10.28
SMILES string: CCC[C@H](N)C(N)=O.O
2S+1: 1

Last column: natural (NBO) charge in e.
Element x y z (Å)
C (2.6757, -0.4988, 1.3186)  -0.62
C (1.7740, -1.1574, 0.3018)  -0.41
C (0.8939, -0.3011, -0.5853)  -0.44
C (-0.6199, -0.6689, -0.4892)  -0.13
N (-1.3520, -0.2206, -1.6517)  -0.83
C (-1.1594, -0.0918, 0.8193)  0.65
N (-0.7633, -0.5577, 2.0129)  -0.82
O (-2.0203, 0.7826, 0.7628)  -0.64
H (3.6818, -0.7787, 1.0126)  0.21
H (2.5139, 0.5616, 1.2066)  0.21
H (2.6193, -0.7667, 2.3579)  0.21
H (1.1861, -1.9902, 0.7871)  0.18
H (2.4373, -1.7588, -0.3530)  0.21
H (1.0950, -0.5194, -1.6584)  0.23
H (1.2521, 0.7325, -0.6623)  0.23
H (-0.5534, -1.7872, -0.4058)  0.21
H (-1.6274, 0.7452, -1.5342)  0.37
H (-2.1522, -0.8120, -1.8365)  0.37
H (-1.1975, -0.3287, 2.8930)  0.40
H (-0.0099, -1.1998, 2.1800)  0.39
O (0.0453, 2.3281, -2.1460)  -0.95
H (-0.1771, 2.5116, -1.2312)  0.48
H (-0.6801, 1.9644, -2.6399)  0.48

***

## c
DFT (ωB97M-V with the def2-TZVPD basis set) results for 2 unconnected molecules or ions with the total composition C5H14N2O2.

Properties
HOMO-LUMO gap in eV: 9.92
SMILES string: COC(C)=O.CNCN
2S+1: 1

Last column: natural (NBO) charge in e.
Element x y z (Å)
C (-1.3730, -1.8895, 1.6139)  -0.27
O (-0.1266, -1.8672, 0.9330)  -0.53
C (0.6735, -0.8123, 1.1311)  0.85
C (1.9857, -1.0022, 0.4191)  -0.71
O (0.4191, 0.0907, 1.8806)  -0.65
H (-2.1790, -1.7223, 0.8999)  0.18
H (-1.3911, -1.1093, 2.3763)  0.22
H (-1.4876, -2.8723, 2.0722)  0.19
H (2.6841, -1.4571, 1.1173)  0.24
H (2.3809, -0.0388, 0.1140)  0.23
H (1.8580, -1.6577, -0.4337)  0.23
C (0.4819, 0.6262, -2.0968)  -0.42
N (-0.3563, 0.3107, -0.9570)  -0.65
C (-1.1493, 1.4509, -0.4870)  -0.05
N (-0.3933, 2.4378, 0.2310)  -0.84
H (0.9777, -0.2787, -2.4418)  0.20
H (-0.0840, 1.0608, -2.9357)  0.17
H (1.2459, 1.3438, -1.7974)  0.19
H (-0.9781, -0.4525, -1.2039)  0.36
H (-1.9148, 1.0621, 0.1909)  0.19
H (-1.6515, 1.9590, -1.3324)  0.15
H (0.0233, 2.0085, 1.0510)  0.39
H (0.3543, 2.8094, -0.3447)  0.34

***

The most stable of them is c.